# 1
30
Properties=species:S:1:pos:R:3:forces:R:3 method="wB97M-V/def2-TZVPD" homo_ev=-9.28 total_charge=0
C 1.237799 1.735222 0.997214 -0.8 -5.2 1.3
C -1.491882 0.893264 -0.029363 -1.5 0.3 -1.8
C 2.096722 -2.271615 0.441880 1.3 -2.6 0.0
C -0.437350 -1.446611 -0.134641 -0.4 -0.2 -1.3
C 2.804992 -0.943067 0.289956 3.4 0.2 1.0
C 1.028573 -1.672827 -0.562581 -0.4 -2.7 2.4
C 0.850348 0.563194 -0.228813 -0.7 -1.2 1.3
C -3.594925 1.441542 1.352514 0.7 -1.0 2.8
C -2.585073 0.363604 0.916480 -0.3 -0.5 -1.3
N -0.423164 0.011502 -0.260475 0.8 1.4 0.1
N 0.927890 0.974072 -2.874222 -3.7 0.4 4.3
N 1.711995 -0.430242 -0.440606 -2.0 2.2 -1.0
O 1.916336 2.624606 0.714692 1.6 3.7 -0.9
O 0.946407 0.989142 1.965920 -0.4 1.4 -0.9
O -1.551907 1.928353 -0.683101 0.2 -1.0 1.5
H 2.752696 -3.170728 0.129549 -1.2 1.4 -0.4
H 1.885821 -2.622298 1.466321 -0.8 0.9 -0.3
H -1.176667 -1.898757 -0.874664 1.0 0.5 0.9
H -0.703025 -1.791847 0.871551 0.2 0.2 -0.1
H 3.072760 -0.443704 1.235425 -0.4 0.2 -0.5
H 3.737143 -0.994722 -0.343042 -0.9 0.0 0.6
H 1.122761 -2.184499 -1.475349 0.0 -0.2 -1.6
H -3.135555 2.122783 2.211603 -1.2 -1.5 -1.8
H -4.483810 0.828741 1.710841 0.9 1.3 -0.1
H -3.878484 2.049485 0.536973 -0.3 0.7 -0.9
H -3.195648 -0.523133 0.415997 1.6 1.7 0.8
H -1.982729 -0.035087 1.728953 -0.4 -0.3 0.4
H 1.491953 1.029438 -3.599167 3.3 0.3 -4.4
H -0.040618 1.068751 -3.181973 0.3 0.0 0.0
H 1.096652 1.805437 -2.297864 0.0 -0.3 -0.2


# 2
12
Properties=species:S:1:pos:R:3:forces:R:3 method="wB97M-V/def2-TZVPD" smiles="N=C(N)N.O" homo_ev=-9.44 total_charge=0
N -0.861047 0.240908 0.017696 -0.1 -1.2 0.8
C 0.092800 -0.012393 -0.789978 0.0 1.1 -0.6
N 0.097964 0.164314 -2.151160 0.1 -0.3 -0.3
N 1.311060 -0.457422 -0.280173 0.3 0.3 -1.0
H -1.796988 0.289779 -0.357617 0.1 0.4 -0.5
H -0.736832 0.336527 -2.675410 -0.2 0.3 0.3
H 0.957974 0.407491 -2.606283 0.1 -0.3 -0.1
H 2.138594 0.106100 -0.429866 -0.1 0.0 -0.6
H 1.185892 -0.516466 0.681444 -0.1 -0.4 2.1
O -0.647090 -0.162501 3.278056 -0.4 -0.2 -0.8
H -0.304744 0.159508 2.433574 0.4 0.4 0.0
H -1.437583 -0.555844 2.879715 -0.2 -0.2 0.6


# 3
117
Properties=species:S:1:pos:R:3:forces:R:3 method="wB97M-V/def2-TZVPD" homo_ev="-4.71 / -5.00" total_charge=-1 spin_multiplicity=2 s2=0.758
Ti -0.075967 -0.468687 -0.056235 2.0 -1.8 -0.1
C 3.194661 3.323744 -0.555021 -0.1 0.0 0.0
C 3.121163 1.822641 -0.540059 0.1 0.0 0.0
C 2.843324 1.126221 0.624006 -0.1 0.0 0.0
C 2.777228 -0.273870 0.640618 0.6 0.1 0.0
C 2.735643 -1.012987 1.954124 -0.2 0.0 0.0
C 3.007707 -0.956949 -0.549629 0.0 0.0 0.0
C 3.301128 -0.280804 -1.735137 0.1 0.0 0.0
C 3.590279 -1.061507 -2.987544 -0.1 0.0 0.0
C 3.357366 1.102122 -1.712649 0.0 0.0 0.0
H 4.186029 3.659383 -0.867462 0.0 0.0 0.0
H 2.968469 3.736981 0.425768 0.0 0.0 0.0
H 2.461060 3.726975 -1.257861 0.0 0.0 0.0
H 2.679245 1.675017 1.544682 0.0 0.0 0.0
H 3.732909 -0.994382 2.403690 0.0 0.0 0.0
H 2.426768 -2.047779 1.819473 0.0 0.0 0.0
H 2.043006 -0.538631 2.652855 0.0 0.0 0.0
H 2.996814 -2.041531 -0.542588 -0.1 0.0 0.0
H 2.770399 -1.741653 -3.222405 0.0 0.0 0.0
H 4.494245 -1.661904 -2.861852 0.0 0.0 0.0
H 3.734368 -0.399779 -3.841641 0.0 0.0 0.0
H 3.588765 1.642026 -2.626314 0.0 0.0 0.0
N -1.631159 3.893873 7.272072 0.0 0.1 0.0
C -1.399472 3.591652 5.930448 0.0 0.1 -0.1
C -2.326991 3.946639 4.951686 0.0 0.0 0.0
C -2.092669 3.647503 3.620902 0.0 0.0 0.0
C -0.921967 3.007175 3.258710 0.1 0.0 0.0
C 0.031786 2.692442 4.215304 0.0 0.0 0.0
C -0.201094 2.986792 5.543309 0.0 0.0 0.0
S -0.637374 2.537043 1.582819 0.4 0.2 0.1
O 0.576245 3.189151 1.162289 0.0 -0.1 0.0
O -1.847325 2.845118 0.847505 0.1 -0.1 0.1
N -0.344462 0.927906 1.600442 -1.5 0.2 0.1
C -1.525956 0.224372 1.916590 0.0 0.1 0.2
N -1.841482 -0.723875 1.010941 -0.7 0.5 0.6
C -2.855352 -1.539713 1.285266 0.0 0.0 -0.3
C -3.611469 -1.382488 2.427828 0.0 0.0 0.0
C -3.253382 -0.341524 3.265661 0.1 0.2 -0.1
N -2.220883 0.459327 3.018996 -0.1 -0.1 0.2
H -2.598102 4.031104 7.516082 0.0 0.0 0.0
H -1.147920 3.303823 7.929293 0.0 0.0 0.0
H -3.247000 4.439985 5.243559 0.0 0.0 0.0
H -2.818430 3.888826 2.856709 0.0 0.0 0.0
H 0.952569 2.208266 3.914478 0.0 -0.1 0.0
H 0.540276 2.740779 6.294696 0.0 0.0 0.0
H -3.061466 -2.318662 0.562106 0.1 0.0 0.0
H -4.431405 -2.047785 2.650661 0.0 0.0 0.0
H -3.793924 -0.142832 4.184438 0.0 0.0 0.0
S 0.062881 -1.702941 -4.710046 0.0 0.0 -0.1
C 0.097990 -1.182602 -3.182645 0.1 0.1 0.1
N 0.125578 -0.787267 -2.075284 -0.3 -0.2 -0.7
C 2.814971 -8.422789 5.518919 0.0 0.0 0.0
C 1.936820 -7.284303 5.071695 0.0 0.0 0.0
C 0.982019 -7.458451 4.082180 0.0 0.0 0.1
C 0.211768 -6.400262 3.608032 -0.1 0.0 0.0
C -0.781191 -6.675600 2.511494 0.1 0.0 0.0
C 0.392502 -5.121851 4.153759 0.2 0.0 -0.2
Te -0.602655 -3.468579 3.256209 -0.2 0.1 0.5
N 0.285098 -2.213924 0.396667 -0.3 1.4 -0.7
C 0.358860 -3.496924 0.174653 0.0 -0.8 0.7
O 0.697925 -4.352916 1.048554 0.2 0.3 -0.4
C -0.080741 -4.096480 -1.144594 -0.1 0.0 0.1
C -1.212212 -3.635540 -1.806196 0.0 0.0 0.0
C -1.715426 -4.313690 -2.906636 0.0 0.0 0.0
C -1.077519 -5.454308 -3.370161 0.0 0.0 0.0
C 0.071198 -5.905640 -2.733095 0.0 0.0 0.0
C 0.558737 -5.237292 -1.621413 0.0 0.0 0.0
C -1.634704 -2.875781 5.070059 0.1 -0.1 -0.2
C -1.497824 -1.543829 5.449689 0.1 0.0 0.0
C -2.178916 -1.020073 6.541183 0.0 0.0 0.0
C -3.012233 -1.842954 7.279898 0.0 0.0 0.0
C -3.169681 -3.170882 6.904808 0.0 0.1 0.0
C -2.501478 -3.699287 5.803316 0.0 -0.1 0.0
C -2.739660 -5.131691 5.411269 0.0 0.0 0.0
C 1.339098 -4.931510 5.170452 -0.1 0.1 0.1
C 1.575079 -3.597919 5.828684 0.0 0.0 0.0
C 2.086625 -6.017235 5.615582 0.0 0.0 0.0
H 2.518302 -9.356755 5.041874 0.0 0.0 0.0
H 2.769386 -8.561343 6.600931 0.0 0.0 0.0
H 3.857025 -8.227270 5.257469 0.0 0.0 0.0
H 0.832523 -8.445467 3.656329 0.0 0.0 0.0
H -0.867461 -7.748752 2.336843 0.0 0.0 0.0
H -0.456266 -6.194511 1.586619 0.0 0.0 0.0
H -1.763954 -6.275048 2.763263 0.0 0.0 0.0
H -1.691617 -2.728908 -1.458084 0.0 0.0 0.0
H -2.600298 -3.942060 -3.408432 0.0 0.0 0.0
H -1.464800 -5.979021 -4.234716 0.0 0.0 0.0
H 0.581740 -6.789290 -3.096854 0.0 0.0 0.0
H 1.433592 -5.600280 -1.097931 0.0 0.0 0.0
H -0.861116 -0.888349 4.862965 0.0 0.0 0.1
H -2.062335 0.025681 6.798847 0.0 0.0 0.0
H -3.546428 -1.455668 8.139262 0.0 0.0 0.0
H -3.839204 -3.809030 7.471765 0.0 0.0 0.0
H -3.527585 -5.575746 6.020604 0.0 0.0 0.0
H -1.831844 -5.727399 5.524405 0.0 0.0 0.0
H -3.028445 -5.190927 4.359804 0.0 0.0 0.0
H 1.396098 -2.776947 5.135311 0.0 0.0 0.0
H 2.599454 -3.532549 6.197169 0.0 0.0 0.0
H 0.899873 -3.461360 6.676964 0.0 0.0 0.0
H 2.820003 -5.860283 6.401029 0.0 0.0 0.0
C -0.712813 4.136103 -2.242188 0.0 0.1 0.1
Te -0.372751 2.049978 -1.943000 -0.3 0.2 -0.1
C 0.068309 1.963416 -4.021941 0.0 -0.1 -0.2
C -0.152536 3.349699 -4.566255 0.0 0.1 0.1
C -0.000885 3.603272 -5.928837 0.0 0.0 0.0
C -0.164391 4.879382 -6.437985 0.0 0.0 0.0
C -0.483472 5.927155 -5.582760 0.0 0.0 0.0
C -0.651685 5.682152 -4.231269 0.0 0.0 0.0
C -0.497643 4.398023 -3.710087 0.0 -0.1 0.0
H -0.037760 4.722231 -1.618394 0.0 0.0 0.0
H -1.730852 4.378940 -1.940061 0.0 0.0 0.0
H -0.571691 1.230532 -4.509776 0.0 0.0 0.0
H 1.096540 1.638208 -4.183163 0.0 0.0 0.1
H 0.244987 2.782399 -6.592560 0.0 0.0 0.0
H -0.042080 5.060761 -7.498483 0.0 0.0 0.0
H -0.602260 6.931291 -5.970314 0.0 0.0 0.0
H -0.910036 6.494887 -3.561994 0.0 0.0 0.0


# 4
10
Properties=species:S:1:pos:R:3:forces:R:3 method="wB97M-V/def2-TZVPD" homo_ev=-8.70 total_charge=0
C -0.064120 -0.456277 1.049492 2.8 2.2 -2.1
C 0.298591 0.208625 -1.009888 0.2 0.1 0.0
C 1.359019 0.705255 -0.003125 -2.5 -2.2 2.2
O -0.279063 -0.848774 -0.276950 -0.3 -0.4 -0.1
F 1.392614 2.024871 0.186292 0.2 0.2 -0.1
I 3.283377 -0.165271 -0.000636 -0.2 0.1 -0.1
H 0.295838 -1.243219 1.691333 0.0 -0.1 0.1
H -0.749425 0.273239 1.460347 -0.3 0.0 0.1
H -0.422669 1.023818 -1.167061 0.1 0.0 0.0
H 0.660149 -0.144883 -1.980111 -0.1 0.0 0.1


# 5
7
Properties=species:S:1:pos:R:3:forces:R:3 method="wB97M-V/def2-TZVPD" smiles="C#P.C=O" homo_ev=-9.94 total_charge=0
C 1.375782 0.273773 0.667417 0.8 2.2 -0.1
P 2.369264 -0.377768 -0.321110 -0.7 0.0 0.7
H 0.923455 1.164541 1.204217 0.4 -1.9 -0.5
C -1.049798 -0.252098 -0.385677 -3.1 0.7 -0.5
O -0.941845 -1.402733 -0.081437 0.5 -0.1 -0.4
H -1.453471 0.469653 0.411746 1.0 -0.2 -0.8
H -1.223384 0.124634 -1.495158 1.0 -0.6 1.6


# 6
49
Properties=species:S:1:pos:R:3:forces:R:3 method="wB97M-V/def2-TZVPD" smiles="CCCCCCCCCCCC(=O)N/N=C/c1ccco1" homo_ev=-8.04 total_charge=0
C -3.813576 3.545794 5.015810 -0.1 -0.2 -0.2
C -3.944068 2.186395 4.338673 0.1 -0.1 0.2
C -2.701626 1.307937 4.496415 -0.1 0.2 -0.3
C -1.503518 1.818722 3.699289 0.1 -0.2 0.3
C -0.239252 0.981063 3.900629 -0.1 -0.1 -0.1
C -0.342927 -0.475528 3.444755 0.0 0.3 -0.2
C -0.653611 -0.624365 1.956720 0.1 -0.3 0.3
C -0.548548 -2.080403 1.507089 -0.3 0.2 -0.2
C -1.015040 -2.307461 0.068823 0.3 0.0 0.1
C -0.131153 -1.611919 -0.964680 -0.3 -0.2 0.0
C -0.559833 -1.964118 -2.393600 0.1 0.3 0.1
C 0.296382 -1.211219 -3.395860 -0.2 -0.4 0.1
O -0.067263 -0.203872 -3.959588 0.0 0.3 -0.2
N 1.528453 -1.785402 -3.557977 0.0 -0.3 0.2
N 2.595991 -1.409919 -4.301080 0.6 0.2 -0.4
C 2.590168 -0.372465 -5.047730 -0.9 0.2 0.3
C 3.767280 -0.046168 -5.798672 1.4 -0.9 0.0
C 4.997962 -0.656498 -5.895761 -0.9 0.3 0.2
C 5.755090 0.124318 -6.790356 -0.2 0.5 -0.3
C 4.940120 1.149404 -7.175104 0.9 -0.3 -0.2
O 3.743884 1.055874 -6.584541 -0.5 0.1 0.1
H -4.746529 4.099031 4.933300 0.0 0.1 0.0
H -3.580126 3.423480 6.071438 0.0 0.0 0.1
H -3.028067 4.139883 4.556283 0.1 0.1 0.0
H -4.798736 1.661197 4.772461 0.0 0.0 -0.1
H -4.150596 2.329185 3.275345 -0.1 -0.1 0.0
H -2.951346 0.299530 4.161310 0.0 -0.1 0.1
H -2.433902 1.249931 5.554282 0.0 -0.1 0.1
H -1.760958 1.849742 2.639137 0.0 0.1 -0.1
H -1.276089 2.840339 4.009396 0.0 0.1 -0.1
H 0.023198 0.992920 4.961683 0.1 0.1 0.0
H 0.579336 1.458048 3.355163 0.1 0.0 0.1
H 0.612776 -0.963933 3.653736 0.0 -0.1 0.0
H -1.104531 -0.994383 4.029462 0.0 -0.1 0.0
H 0.045441 -0.009557 1.387198 0.0 0.1 -0.1
H -1.663418 -0.264788 1.752960 -0.1 0.1 -0.1
H 0.485762 -2.417926 1.609702 0.0 -0.1 0.1
H -1.161488 -2.696413 2.169963 0.1 0.0 0.1
H -1.015527 -3.381902 -0.133346 -0.1 0.0 -0.1
H -2.041980 -1.951700 -0.037980 -0.1 0.0 0.0
H -0.196270 -0.530497 -0.840173 0.1 0.1 0.0
H 0.909669 -1.905829 -0.806187 0.1 0.1 0.0
H -1.596255 -1.660986 -2.545862 0.1 0.0 -0.1
H -0.480516 -3.040781 -2.557292 0.0 0.0 0.0
H 1.729785 -2.629874 -3.037900 -0.1 0.3 -0.1
H 1.748019 0.303724 -5.165637 -0.1 -0.1 0.1
H 5.297344 -1.546670 -5.384014 0.0 -0.2 0.1
H 6.763467 -0.047448 -7.106999 0.2 0.0 -0.1
H 5.096622 1.975507 -7.840679 -0.1 0.1 -0.1


The records above give, respectively, molar mass values of 213.237, 77.087, 1164.217, 201.966, 74.019, 292.423 Da.
The records above give, respectively, E_tot values of -741.82445, -281.80883, -4710.93960, -589.39122, -494.46850, -924.52955 Eh.